Computed, not measured: a structure of composition C41H43BrCl2N6O2SSeTi in a non-equilibrium geometry, with the ωB97M-V functional and the def2-TZVPD basis.

ΔE to the lowest compared entry with this formula, charge and spin	0.0	kJ/mol
E_HOMO	-6.29	eV
2S+1	1
frontier orbital gap	5.38	eV

Cartesian coordinates (Å):
Ti: -0.620732 -0.445327 -0.861456
Br: 0.899302 -4.389702 0.124730
C: 1.714423 -3.268211 -1.208644
C: 2.836097 -3.886318 -1.808326
C: 3.449540 -3.228426 -2.878770
C: 2.961933 -1.977532 -3.277681
C: 1.797983 -1.425023 -2.688944
N: 1.263758 -2.067052 -1.582380
C: 1.226420 -0.133651 -3.150673
O: 1.958462 0.673263 -3.725315
O: -0.046945 0.108667 -2.761717
H: 3.147850 -4.864039 -1.458709
H: 4.299980 -3.691848 -3.420749
H: 3.489410 -1.393173 -4.039586
C: 1.047103 -2.546962 5.695108
C: 2.037698 -2.543805 4.536989
C: 2.458111 -3.990333 4.254692
C: 3.278683 -1.722198 4.866183
C: 1.382015 -1.990112 3.313368
C: 0.150787 -2.500466 2.888870
C: -0.435830 -2.014029 1.744048
N: 0.100770 -1.033023 1.036646
C: 1.293612 -0.444958 1.423795
C: 1.939468 -0.953584 2.558076
C: 1.747910 0.666195 0.678818
C: 2.838788 1.463391 1.088845
C: 3.171467 2.631405 0.404204
C: 2.395472 2.919682 -0.731721
C: 1.398333 2.076102 -1.144441
N: 1.078095 0.944258 -0.472430
C: 4.317358 3.539846 0.817996
C: 3.767566 4.955644 1.055064
C: 4.974803 3.005096 2.089072
C: 5.334566 3.593586 -0.322446
H: 1.555259 -2.892042 6.625144
H: 0.203298 -3.230485 5.505806
H: 0.605904 -1.543623 5.898177
H: 3.010423 -4.408562 5.118577
H: 3.131237 -4.028666 3.360748
H: 1.583133 -4.635971 4.062252
H: 3.764593 -2.058180 5.813671
H: 3.013989 -0.654149 5.033250
H: 4.046693 -1.737774 4.051774
H: -0.322180 -3.333925 3.434115
H: -1.371829 -2.431571 1.406940
H: 2.926186 -0.554718 2.794137
H: 3.371432 1.148895 1.965992
H: 2.626225 3.784562 -1.351272
H: 0.844584 2.295903 -2.053484
H: 2.910482 4.944993 1.767360
H: 3.384059 5.416345 0.122443
H: 4.536202 5.639723 1.474730
H: 4.281512 2.990384 2.963169
H: 5.828985 3.658867 2.374090
H: 5.380097 1.980847 1.944145
H: 4.921911 4.054559 -1.244055
H: 5.712576 2.589958 -0.587057
H: 6.214121 4.200073 -0.025428
C: -4.099497 1.848713 2.020775
N: -4.726194 1.377725 0.807824
C: -5.554828 2.052910 -0.089319
C: -5.973046 1.174740 -1.037563
N: -5.387001 -0.069458 -0.763058
C: -5.581441 -1.314212 -1.449040
C: -4.664186 0.053812 0.412482
Se: -3.810763 -1.316589 1.343383
H: -4.074592 2.946105 2.027547
H: -3.089261 1.438034 2.094112
H: -4.652646 1.517270 2.916212
H: -5.787804 3.104667 0.054366
H: -6.621475 1.343248 -1.884742
H: -5.660134 -1.156486 -2.546425
H: -6.505434 -1.832021 -1.124532
H: -4.740670 -1.975980 -1.215826
Cl: -0.677320 3.127637 1.454331
C: -1.678936 3.268623 0.024247
C: -2.125304 4.492387 -0.447394
C: -2.842682 4.557459 -1.645887
C: -3.159007 3.422852 -2.392292
C: -2.722222 2.177935 -1.948629
Cl: -3.010046 0.723645 -2.850677
C: -1.993769 2.074906 -0.726963
N: -1.673920 0.823834 -0.293613
H: -1.937884 5.407005 0.121770
H: -3.153270 5.530582 -2.015059
H: -3.749161 3.509818 -3.309295
S: -1.870924 -2.546429 -1.360448
C: -2.394762 -2.687405 -3.044605
C: -3.375208 -3.671521 -3.216025
C: -3.943764 -3.926504 -4.458473
C: -3.508621 -3.203378 -5.566640
C: -2.526428 -2.241475 -5.410369
C: -1.915136 -2.023070 -4.194482
H: -3.679673 -4.241642 -2.334383
H: -4.690127 -4.700837 -4.547728
H: -3.949808 -3.383485 -6.550510
H: -2.199008 -1.640507 -6.262619
H: -1.107193 -1.305712 -4.088191

Forces on the atoms, in the same order (eV/Å):
Ti -1.005 0.828 -0.972
Br 0.093 0.660 -0.321
C 0.996 0.473 -1.002
C -0.507 0.630 -0.544
C -0.051 -0.026 0.304
C -0.566 0.577 -0.129
C 1.848 -2.911 1.505
N -0.287 0.116 -0.860
C -1.209 2.136 0.695
O -1.125 -1.193 0.309
O 2.173 -0.812 0.034
H 0.013 0.160 -0.132
H -0.620 0.431 0.570
H -0.453 -0.326 0.138
C -0.373 0.278 1.021
C 0.588 -0.226 0.160
C 0.545 -0.532 -0.443
C 0.829 0.707 0.671
C -0.920 0.282 -0.827
C 0.454 -0.341 0.748
C 0.011 -0.003 0.341
N 1.434 0.930 -0.090
C -1.867 -3.211 1.892
C 0.156 0.289 -0.666
C 1.189 2.482 -2.213
C -0.838 -0.135 -0.284
C -0.531 -0.493 -0.401
C 0.718 0.294 0.245
C -0.420 -0.831 0.234
N 0.654 0.247 1.001
C -0.228 0.022 0.042
C -0.578 0.651 0.380
C 0.580 0.092 0.703
C 0.744 0.099 -0.512
H -0.334 0.213 -0.595
H 0.359 0.226 0.083
H 0.408 -0.583 -0.188
H -0.274 0.212 -0.380
H -0.528 -0.058 0.674
H 0.378 0.256 0.028
H -0.359 0.027 -0.751
H 0.106 -0.583 -0.090
H -0.592 -0.201 0.684
H 0.195 0.613 -0.412
H -0.059 0.078 -0.287
H -0.521 -0.132 0.090
H 0.113 0.178 0.146
H -0.164 -0.125 0.209
H -0.024 -0.288 0.191
H 0.574 -0.064 -0.374
H 0.275 -0.303 0.427
H -0.310 -0.505 -0.291
H 0.374 0.006 -0.667
H -0.503 -0.389 -0.210
H -0.210 0.581 0.065
H 0.131 -0.305 0.564
H -0.213 0.339 0.118
H -0.459 -0.239 -0.085
C -0.099 0.365 0.561
N -0.630 -1.612 -1.320
C -0.004 -0.003 0.276
C 0.439 -0.182 0.351
N 0.339 1.605 1.845
C -0.482 -0.793 -0.768
C 0.089 -0.064 -0.179
Se -0.769 0.596 0.015
H 0.052 -0.293 -0.197
H -0.132 0.121 -0.159
H 0.088 -0.013 -0.413
H 0.115 -0.360 -0.183
H 0.169 -0.101 0.087
H 0.248 0.044 0.708
H 0.350 0.373 0.017
H -0.072 0.248 -0.161
Cl -0.392 0.094 -0.283
C -0.466 -0.945 -1.262
C 0.020 0.129 0.072
C -0.126 0.140 0.021
C 0.136 -0.214 0.051
C 0.216 0.905 0.499
Cl -0.246 0.507 -0.008
C -0.118 -0.098 0.572
N 1.077 -0.399 -0.890
H 0.077 -0.334 -0.225
H -0.036 -0.128 0.108
H 0.312 -0.066 0.305
S 0.344 0.576 -0.070
C 0.253 -0.454 -0.337
C -0.340 -0.105 -0.045
C 0.551 0.185 0.105
C -0.615 -0.172 -0.283
C 0.340 0.173 -0.618
C -0.121 0.108 1.281
H -0.036 0.187 -0.302
H -0.112 -0.056 -0.095
H 0.125 0.081 0.326
H -0.075 -0.300 0.150
H -0.277 -0.048 -0.098



Computed, not measured: a structure of composition C41H43Cl2MnN3S2, with the ωB97M-V functional and the def2-TZVPD basis.

E_HOMO (alpha / beta)	-13.70 / -13.70	eV
charge	+2
2S+1	2
frontier orbital gap (alpha / beta)	8.29 / 8.23	eV

Cartesian coordinates (Å):
Mn: 0.255282 -0.138225 -0.056866
Cl: 0.231672 1.292059 -1.957605
C: -1.469317 1.519793 -2.332391
C: -1.773689 2.218782 -3.479616
C: -3.112293 2.410239 -3.800244
C: -4.115079 1.923221 -2.982118
C: -3.788032 1.231512 -1.822607
Cl: -5.050655 0.672593 -0.799240
C: -2.450629 1.011798 -1.483171
S: -2.044720 0.101536 -0.019338
H: -0.986168 2.601328 -4.113934
H: -3.370394 2.949799 -4.701240
H: -5.156198 2.077396 -3.228748
C: 3.357395 -5.165331 0.916159
C: 2.064136 -5.662017 1.581816
C: 1.093748 -6.171051 0.505894
C: 2.415972 -6.826518 2.507216
C: 1.409606 -4.501613 2.333045
C: 1.150914 -4.546522 3.713279
C: 0.556111 -3.499187 4.386377
C: 0.215897 -2.364318 3.661534
S: -0.518146 -0.897089 4.219288
C: -0.452709 -0.277837 2.624995
N: 0.059005 -1.078498 1.725825
C: 0.458567 -2.292382 2.285861
C: 1.048343 -3.365736 1.624953
C: -0.856313 1.100371 2.286972
C: -0.530925 2.129602 3.175442
C: -0.866757 3.441507 2.903429
C: -1.537616 3.751360 1.727943
C: -1.872892 2.750795 0.832877
C: -1.537721 1.426140 1.099599
H: 3.835308 -5.985999 0.377069
H: 4.061749 -4.793316 1.663282
H: 3.157801 -4.362927 0.201369
H: 1.538559 -7.014550 -0.025548
H: 0.856753 -5.397250 -0.228709
H: 0.158417 -6.510494 0.954258
H: 2.885531 -7.620662 1.926017
H: 1.529690 -7.250751 2.982139
H: 3.120441 -6.526801 3.285630
H: 1.421534 -5.425399 4.279522
H: 0.366736 -3.562959 5.449500
H: 1.211279 -3.312992 0.559468
H: 0.001978 1.883889 4.085322
H: -0.609536 4.220949 3.607553
H: -1.814213 4.774045 1.510742
H: -2.420091 3.000952 -0.065583
C: 7.234388 -0.217535 -0.457580
C: 6.507947 -0.389029 0.885800
C: 7.048495 0.639923 1.877791
C: 6.766652 -1.799606 1.440130
C: 5.013433 -0.228454 0.656804
C: 4.239006 0.735316 1.295654
C: 2.879955 0.799199 1.052259
N: 2.254988 -0.026812 0.213353
C: 2.987377 -0.958883 -0.427760
C: 4.345354 -1.081748 -0.224755
C: 2.193340 -1.842754 -1.307404
C: 2.737637 -2.810607 -2.134327
C: 1.914293 -3.641605 -2.887831
C: 0.537629 -3.430914 -2.768428
C: 0.060228 -2.437982 -1.943879
N: 0.866311 -1.652673 -1.218726
C: 2.452096 -4.729376 -3.804174
C: 1.977408 -4.441619 -5.237617
C: 3.978819 -4.786573 -3.788922
C: 1.899966 -6.083886 -3.334251
H: 8.308258 -0.328609 -0.305576
H: 7.052966 0.772270 -0.879859
H: 6.925120 -0.966020 -1.188903
H: 8.118552 0.481522 2.008913
H: 6.581330 0.542740 2.859851
H: 6.912381 1.662303 1.519954
H: 7.835734 -1.932525 1.608211
H: 6.441958 -2.578267 0.747578
H: 6.252292 -1.947573 2.391602
H: 4.676697 1.437282 1.989376
H: 2.260453 1.536271 1.550939
H: 4.893602 -1.854833 -0.743669
H: 3.810093 -2.917749 -2.187726
H: -0.169365 -4.034542 -3.319986
H: -1.002959 -2.259532 -1.840304
H: 2.349108 -3.477280 -5.589024
H: 0.889668 -4.440522 -5.316224
H: 2.356666 -5.214614 -5.906534
H: 4.424219 -3.854338 -4.143074
H: 4.314041 -5.580339 -4.455899
H: 4.367227 -5.012168 -2.792759
H: 0.809550 -6.109118 -3.343650
H: 2.238916 -6.314915 -2.322535
H: 2.255388 -6.871119 -3.999785

Forces on the atoms, in the same order (eV/Å):
Mn 0.107 -0.093 0.070
Cl 0.053 0.041 -0.068
C -0.086 0.014 -0.024
C 0.043 0.003 -0.008
C 0.004 0.002 0.000
C -0.019 -0.004 0.006
C 0.024 0.027 -0.037
Cl -0.010 -0.004 0.008
C 0.013 -0.040 0.043
S -0.027 -0.015 -0.003
H -0.007 -0.002 0.002
H -0.003 -0.002 0.005
H 0.006 -0.003 0.005
C -0.021 -0.009 0.017
C 0.006 -0.004 0.001
C 0.000 -0.003 0.010
C 0.000 0.002 0.017
C -0.015 0.037 -0.072
C 0.019 -0.018 0.026
C 0.006 0.006 0.039
C 0.022 0.011 -0.055
S -0.021 -0.006 -0.035
C 0.028 -0.046 0.039
N -0.001 -0.008 0.016
C -0.042 -0.004 0.038
C -0.012 0.012 0.009
C 0.011 0.036 -0.020
C 0.012 -0.023 -0.002
C 0.003 0.010 0.012
C -0.002 -0.011 -0.011
C 0.015 0.000 -0.011
C -0.042 -0.001 0.004
H -0.001 0.010 0.002
H 0.000 0.000 -0.015
H 0.009 0.000 -0.001
H -0.008 0.007 0.005
H 0.008 -0.001 0.000
H 0.007 0.001 -0.008
H 0.001 0.009 0.005
H 0.007 0.005 -0.002
H -0.007 -0.016 -0.009
H -0.005 0.002 -0.004
H -0.001 -0.003 -0.011
H 0.008 -0.013 -0.001
H -0.004 0.010 0.006
H -0.003 -0.006 -0.006
H 0.001 -0.002 0.000
H 0.001 0.009 0.013
C -0.005 0.001 0.009
C 0.007 -0.010 -0.008
C 0.000 -0.007 -0.003
C -0.001 0.008 -0.006
C 0.002 0.002 -0.003
C -0.001 0.016 0.010
C 0.009 0.010 0.008
N -0.033 0.007 -0.019
C -0.001 -0.011 -0.011
C 0.003 -0.001 -0.013
C -0.001 0.000 0.000
C 0.012 0.000 0.026
C -0.013 -0.002 -0.024
C -0.001 -0.011 0.002
C -0.008 -0.004 0.015
N -0.042 0.081 0.028
C 0.001 0.003 -0.015
C 0.004 0.003 0.012
C -0.002 -0.001 -0.003
C 0.000 -0.001 0.009
H -0.007 -0.002 -0.004
H 0.003 -0.007 -0.002
H 0.010 0.009 0.001
H -0.006 0.001 0.002
H 0.006 0.006 -0.004
H -0.006 -0.005 0.004
H -0.008 0.000 0.002
H 0.001 0.005 0.009
H 0.004 -0.008 -0.006
H -0.005 -0.005 -0.003
H -0.003 0.001 -0.001
H 0.000 0.007 0.007
H -0.009 -0.007 0.002
H 0.006 -0.002 0.005
H 0.004 0.000 -0.011
H -0.005 -0.008 -0.001
H 0.005 -0.005 0.000
H -0.005 0.007 0.005
H 0.009 -0.007 0.004
H 0.000 0.005 0.006
H 0.003 0.002 -0.009
H 0.002 -0.004 -0.004
H -0.004 0.003 -0.014
H 0.000 0.008 0.005